(1)
Below is a molecular structure, C42H39BCrO6S, with properties calculated with the ωB97M-V functional and the def2-TZVPD basis.

Spin multiplicity: 4
Expectation value of S²: 3.82
Orbital gap (spin up / spin down): 7.53 / 4.02 eV
Charge: +3

Geometry (Å):
C: -3.86 -5.96 3.42
O: -3.23 -5.54 2.18
C: -3.60 -4.37 1.60
C: -2.89 -3.98 0.44
C: -2.93 -2.67 0.05
C: -3.67 -1.73 0.79
B: -0.08 2.70 2.38
C: -3.62 -0.34 0.46
C: -4.27 0.70 1.11
C: -4.57 1.81 0.27
C: -4.15 1.59 -1.05
C: -4.53 2.34 -2.27
S: -3.13 0.19 -1.16
O: -0.27 3.78 3.19
C: -1.06 4.74 2.40
C: -2.52 4.63 2.86
C: -0.53 6.12 2.72
C: -0.88 4.23 0.91
C: -2.09 4.25 0.00
C: 0.25 4.92 0.15
O: -0.52 2.86 1.07
C: -4.56 -2.19 1.80
C: -4.56 -3.51 2.17
H: -3.50 -6.98 3.55
H: -3.55 -5.32 4.25
H: -4.96 -5.95 3.34
H: -2.27 -4.71 -0.07
H: -2.35 -2.33 -0.81
H: -4.56 0.61 2.15
H: -5.12 2.70 0.56
H: -5.32 3.06 -2.05
H: -3.66 2.86 -2.67
H: -4.89 1.65 -3.04
H: -3.15 5.27 2.23
H: -2.88 3.59 2.84
H: -2.60 5.01 3.89
H: -1.17 6.89 2.27
H: -0.52 6.28 3.81
H: 0.49 6.26 2.34
H: -2.24 5.25 -0.41
H: -1.90 3.56 -0.83
H: -3.00 3.92 0.50
H: -0.04 5.94 -0.14
H: 1.19 4.95 0.73
H: 0.44 4.35 -0.77
H: -5.25 -1.48 2.27
H: -5.23 -3.87 2.95
O: 7.95 -0.31 2.02
C: 7.02 0.00 1.40
Cr: 5.32 0.29 0.56
C: 4.66 -0.16 2.27
O: 4.33 -0.58 3.31
C: 5.22 -1.60 0.36
O: 5.22 -2.76 0.42
C: 6.16 1.52 -1.04
C: 5.80 2.34 0.04
C: 4.52 2.26 0.59
C: 3.55 1.37 0.06
C: 2.31 1.18 0.81
C: 1.42 1.17 1.65
C: 0.35 1.18 2.66
C: -0.54 -0.02 2.61
C: -0.02 -1.17 2.02
C: -0.43 -2.43 2.45
C: -1.42 -2.53 3.43
C: -2.12 -1.38 3.83
C: -1.69 -0.11 3.41
C: 1.07 1.31 4.03
C: 1.94 2.39 4.24
C: 2.67 2.53 5.42
C: 2.59 1.54 6.41
C: 1.77 0.44 6.21
C: 1.02 0.32 5.03
C: 3.93 0.55 -1.02
C: 5.22 0.63 -1.57
H: 7.17 1.57 -1.44
H: 6.53 3.02 0.48
H: 4.24 2.85 1.46
H: 0.77 -1.07 1.28
H: 0.01 -3.33 2.01
H: -1.69 -3.50 3.84
H: -3.01 -1.47 4.46
H: -2.19 0.80 3.72
H: 2.09 3.13 3.44
H: 3.29 3.42 5.56
H: 3.17 1.64 7.33
H: 1.69 -0.33 6.98
H: 0.39 -0.56 4.90
H: 3.20 -0.17 -1.41
H: 5.50 -0.03 -2.40



(2)
Below is a molecular structure, C42H39BaGeN6O8, with properties calculated with the ωB97M-V functional and the def2-TZVPD basis.

Orbital gap: 6.22 eV
Charge: -1

Geometry (Å):
Ba: 0.64 -0.95 0.91
C: 4.48 1.35 0.00
C: 3.41 0.97 -1.03
C: 2.39 2.10 -1.16
N: 1.05 1.67 -1.60
C: 0.92 0.88 -2.78
C: 1.78 1.05 -3.79
C: 1.86 0.32 -5.05
C: 0.88 -0.33 -5.69
C: -0.50 -0.45 -5.24
C: -0.94 -0.37 -3.99
C: -0.09 -0.24 -2.78
N: -0.19 -0.96 -1.75
C: -1.14 -2.10 -1.76
C: -0.81 -3.15 -0.67
C: 0.62 -3.78 -0.73
N: 1.65 -2.88 -0.18
C: 2.75 -3.32 0.36
C: 3.04 -4.70 0.63
C: 4.23 -5.35 0.88
C: 5.55 -4.91 0.82
C: 5.91 -3.58 0.62
C: 5.16 -2.42 0.64
C: 3.74 -2.23 0.84
N: 3.22 -1.14 1.34
C: 4.04 -0.16 2.05
C: 3.99 1.24 1.45
H: 4.83 2.37 -0.20
H: 5.36 0.70 -0.12
H: 2.91 0.06 -0.71
H: 3.88 0.75 -1.99
H: 2.77 2.88 -1.82
H: 2.26 2.59 -0.20
H: 2.55 1.80 -3.64
H: 2.81 0.40 -5.57
H: 1.11 -0.73 -6.68
H: -1.24 -0.65 -6.01
H: -2.01 -0.45 -3.80
H: -1.14 -2.58 -2.74
H: -2.15 -1.71 -1.59
H: -1.55 -3.95 -0.75
H: -0.98 -2.72 0.33
H: 0.87 -4.00 -1.78
H: 0.57 -4.73 -0.21
H: 2.16 -5.33 0.67
H: 4.11 -6.41 1.10
H: 6.34 -5.64 0.92
H: 6.98 -3.40 0.49
H: 5.71 -1.50 0.52
H: 5.08 -0.48 2.14
H: 3.66 -0.09 3.07
H: 4.60 1.89 2.10
H: 2.97 1.63 1.52
O: -2.90 1.41 2.27
C: -2.16 0.50 1.92
O: -1.05 0.60 1.25
C: -2.57 -0.94 2.30
C: -3.93 -1.22 2.33
C: -4.36 -2.48 2.70
C: -3.49 -3.49 3.04
C: -2.15 -3.20 2.99
C: -1.62 -1.93 2.68
O: -0.34 -1.69 2.75
N: -1.24 -4.36 3.24
O: -1.57 -5.15 4.11
O: -0.30 -4.51 2.50
N: -5.82 -2.78 2.70
O: -6.58 -1.89 2.37
O: -6.18 -3.87 3.10
H: -4.63 -0.44 2.08
H: -3.84 -4.47 3.32
Ge: -0.07 3.12 0.72
C: -1.68 4.01 1.22
C: -2.86 3.91 0.48
C: -3.98 4.64 0.84
C: -3.94 5.48 1.95
C: -2.77 5.59 2.69
C: -1.64 4.86 2.32
C: 1.12 4.64 0.33
C: 2.19 4.96 1.17
C: 3.06 6.01 0.88
C: 2.88 6.77 -0.27
C: 1.81 6.47 -1.12
C: 0.95 5.43 -0.82
H: 0.70 2.47 1.88
H: -2.90 3.23 -0.36
H: -4.89 4.55 0.26
H: -4.82 6.05 2.23
H: -2.73 6.24 3.55
H: -0.73 4.97 2.91
H: 2.36 4.37 2.07
H: 3.88 6.23 1.55
H: 3.56 7.58 -0.50
H: 1.66 7.06 -2.02
H: 0.12 5.23 -1.50
O: -1.20 1.97 -1.55
C: -0.13 2.15 -1.01



Listing F_max for the structures above in their given order: 5.30 3.62 eV/Å.